Molecular formula: C5H5NOS
Method: DFT, ωB97M-V/def2-TZVPD

Its SMILES is O=c1cc[nH]cc1S. The HOMO-LUMO gap is 0.3121 Ha. The calculation puts the LUMO energy at 0.19 eV. The calculation puts the relative energy (zero: lowest compared OMol25 entry of this formula, charge and spin) at 82.1 kcal per mole. Its spin multiplicity is 1. The value obtained for the HOMO energy is -8.3 eV.

Last column: natural (NBO) charge in e.
Cartesian coordinates (Å):
S  -2.28  -0.47  0.02  0.003
H  0.10  -2.55  -0.30  0.220
C  1.53  1.10  0.41  -0.346
C  0.37  -1.41  -0.01  0.026
C  -0.52  -0.41  0.18  -0.337
H  2.39  -2.18  -0.43  0.438
C  2.33  0.07  -0.06  0.012
H  3.41  0.22  -0.16  0.222
C  0.07  0.93  0.01  0.459
H  -2.11  0.98  0.73  0.215
H  1.68  2.37  0.42  0.266
N  1.79  -1.23  -0.07  -0.571
O  -0.54  1.96  -0.40  -0.607